1.
Here is the molecule C4H3NO2 from OMol25. Energies are from ωB97M-V/def2-TZVPD.

The HOMO energy is -0.3277 hartree. Its energy above the lowest of the compared OMol25 structures with the same formula, charge and spin is 371.3 kJ/mol. The gap between HOMO and LUMO is 7.80 eV.

Geometry as XYZ:
```
10
Properties=species:S:1:pos:R:3:forces:R:3:lowdin_charge:R:1
C 0.639288 0.055053 -1.006289 0.233 0.664 -0.079 -0.01
C -0.712603 0.282449 -1.032364 0.074 -0.490 -0.629 -0.04
C 1.205437 -0.073747 0.337020 1.340 -0.719 0.328 -0.09
C -1.262508 0.120535 0.271305 2.258 -1.112 0.423 -0.27
N 0.247236 -0.249546 1.180517 -3.746 1.453 -0.006 -0.19
O 0.041724 -0.321879 2.385830 1.321 -0.387 0.131 0.01
O -2.284817 0.023220 0.806852 -0.623 0.231 0.606 0.20
H 1.371392 0.016663 -1.836237 -1.009 0.083 0.307 0.12
H -1.509100 0.273510 -1.783567 1.059 0.205 -0.392 0.12
H 2.263953 -0.126258 0.676934 -0.908 0.071 -0.689 0.14
```
Positions in Å, forces in eV/Å.

***

2.
Here is the molecule C4H3NO2 from OMol25. Energies are from ωB97M-V/def2-TZVPD.

The SMILES is O=Cc1ccno1. The HOMO energy is -0.3729 hartree. Its energy above the lowest of the compared OMol25 structures with the same formula, charge and spin is 341.8 kJ/mol. The gap between HOMO and LUMO is 9.39 eV.

Geometry as XYZ:
```
10
Properties=species:S:1:pos:R:3:forces:R:3:lowdin_charge:R:1
C -0.862469 1.685158 0.021373 -0.309 3.353 0.263 -0.16
C 0.036909 0.524279 -0.204799 -4.223 -2.417 3.628 -0.32
C -0.260093 -0.747941 0.449638 0.965 -0.308 -0.053 0.01
C 0.720571 -1.583007 -0.201494 1.774 3.690 -0.012 -0.11
H -1.483542 1.505552 0.989707 0.624 0.176 -1.556 0.15
H -0.851543 -1.199819 1.417322 1.149 1.936 -2.971 0.17
H 1.010742 -2.564213 0.060710 0.098 -0.928 -0.085 0.09
N 1.604618 -0.842473 -0.960718 -3.099 -1.314 0.885 0.11
O -0.919151 2.788810 -0.564784 0.350 -3.740 1.407 0.04
O 1.003959 0.433653 -1.006954 2.670 -0.448 -1.506 0.03
```
Positions in Å, forces in eV/Å.

***

3.
Here is the molecule C4H3NO2S from OMol25. Energies are from ωB97M-V/def2-TZVPD.

The SMILES is O=C1N[C@@H]2OC2=CS1. The HOMO energy (alpha / beta) is -0.3147 / -0.3146 hartree. Its energy above the lowest of the compared OMol25 structures with the same formula, charge and spin is 384.8 kJ/mol. The gap between HOMO and LUMO (alpha / beta) is 7.84 / 7.83 eV.

Geometry as XYZ:
```
11
Properties=species:S:1:pos:R:3:forces:R:3:lowdin_charge:R:1
C -0.285788 -1.483668 0.786906 -0.062 -0.838 -0.941 -0.38
C 0.762928 -1.243649 -0.066141 -0.585 -0.398 0.144 -0.19
C -1.105232 0.908234 0.027120 -0.403 -0.620 0.302 -0.69
C 1.143591 0.083552 -0.534388 0.377 0.721 0.608 -0.28
N 0.249233 1.085305 -0.049264 0.789 0.426 -0.268 0.11
O -1.898526 1.804334 0.038697 -0.227 0.411 -0.138 0.03
O 0.457452 -0.770541 -1.376042 -0.167 -0.337 -0.232 -0.01
S -1.789319 -0.792346 0.295997 0.101 0.261 0.123 1.03
H -0.223096 -2.052443 1.693164 0.237 0.327 0.495 0.06
H 2.144854 0.409327 -0.773742 0.037 0.130 -0.051 0.15
H 0.543908 2.051900 -0.042310 -0.097 -0.084 -0.043 0.16
```
Positions in Å, forces in eV/Å.

***

4.
Here is the molecule C4H3NO2S from OMol25. Energies are from ωB97M-V/def2-TZVPD.

The HOMO energy (alpha / beta) is -0.3045 / -0.3045 hartree. Its energy above the lowest of the compared OMol25 structures with the same formula, charge and spin is 633.8 kJ/mol. The gap between HOMO and LUMO (alpha / beta) is 6.68 / 6.68 eV.

Geometry as XYZ:
```
11
Properties=species:S:1:pos:R:3:forces:R:3:lowdin_charge:R:1
C -0.980293 0.459504 0.927698 0.075 -0.090 0.016 -0.18
C 0.053145 -0.290605 0.280170 0.390 -0.020 0.925 -0.17
C 0.551338 -0.191607 -2.115617 -0.347 -0.191 -0.004 0.14
C -1.690431 1.422781 0.358174 -0.741 0.265 0.884 -0.14
N 0.413403 -0.115252 -0.938132 -0.273 -0.337 -0.688 -0.03
O -4.192848 2.172950 0.248755 -0.008 -0.166 0.762 -0.34
O -2.548038 3.770931 1.152884 -0.187 -0.345 0.625 -0.34
S -2.941166 2.403613 0.924817 0.744 0.409 -2.248 0.77
H -1.138157 0.148137 1.956273 -0.153 0.123 -0.047 0.11
H 0.615407 -1.010036 0.853294 0.052 -0.084 0.003 0.12
H 1.183520 0.302686 -2.813311 0.447 0.437 -0.229 0.05
```
Positions in Å, forces in eV/Å.

***

Copy entry 4 word for word.
Here is the molecule C4H3NO2S from OMol25. Energies are from ωB97M-V/def2-TZVPD.

The HOMO energy (alpha / beta) is -0.3045 / -0.3045 hartree. Its energy above the lowest of the compared OMol25 structures with the same formula, charge and spin is 633.8 kJ/mol. The gap between HOMO and LUMO (alpha / beta) is 6.68 / 6.68 eV.

Geometry as XYZ:
```
11
Properties=species:S:1:pos:R:3:forces:R:3:lowdin_charge:R:1
C -0.980293 0.459504 0.927698 0.075 -0.090 0.016 -0.18
C 0.053145 -0.290605 0.280170 0.390 -0.020 0.925 -0.17
C 0.551338 -0.191607 -2.115617 -0.347 -0.191 -0.004 0.14
C -1.690431 1.422781 0.358174 -0.741 0.265 0.884 -0.14
N 0.413403 -0.115252 -0.938132 -0.273 -0.337 -0.688 -0.03
O -4.192848 2.172950 0.248755 -0.008 -0.166 0.762 -0.34
O -2.548038 3.770931 1.152884 -0.187 -0.345 0.625 -0.34
S -2.941166 2.403613 0.924817 0.744 0.409 -2.248 0.77
H -1.138157 0.148137 1.956273 -0.153 0.123 -0.047 0.11
H 0.615407 -1.010036 0.853294 0.052 -0.084 0.003 0.12
H 1.183520 0.302686 -2.813311 0.447 0.437 -0.229 0.05
```
Positions in Å, forces in eV/Å.